{"formula": "C26H56F4N6RbSSi4Te", "method": "the ωB97M-V functional and the def2-TZVPD basis", "symbols": ["Si", "C", "S", "C", "C", "H", "H", "H", "Si", "H", "C", "H", "C", "F", "H", "N", "C", "H", "H", "F", "N", "C", "H", "H", "H", "Si", "H", "C", "H", "H", "H", "C", "H", "H", "H", "H", "F", "H", "C", "H", "H", "Rb", "N", "F", "C", "C", "Te", "H", "H", "H", "H", "H", "H", "C", "C", "H", "H", "C", "C", "Si", "H", "C", "H", "C", "C", "H", "N", "H", "N", "H", "C", "H", "N", "H", "H", "H", "H", "C", "H", "H", "H", "C", "C", "H", "H", "H", "C", "C", "H", "H", "H", "H", "H", "H", "H", "H", "C", "H", "H"], "xyz": [[-1.466064, 2.586324, -2.352741], [2.399395, -3.068113, 5.115196], [0.057834, 2.758715, 5.931960], [1.225725, 4.584935, -1.519077], [-1.507367, 5.574394, -0.591074], [4.744878, -0.258236, -0.828376], [4.557710, 0.259740, 1.535317], [-1.630649, -3.912542, 4.921412], [-3.793614, 2.758128, -2.415677], [1.650791, -0.579794, -2.220216], [2.997934, -2.112992, -1.548969], [1.480183, 1.618002, -5.540948], [-1.651215, -3.987519, 2.765215], [2.704790, -2.337513, 3.996995], [1.821567, -1.928420, -3.338787], [0.538243, -2.236146, -1.658477], [3.142693, -3.872279, 7.269383], [-3.743954, -2.399312, 3.406644], [1.610317, 1.588506, -3.773005], [4.514302, -2.484391, 5.932784], [0.312237, -3.589844, 4.122220], [-0.707090, 5.827620, -3.527214], [-0.710157, -0.539408, -3.890584], [-0.111482, 5.422591, -4.348418], [-4.174087, 0.320394, -2.682562], [-0.756495, 1.868130, -4.458327], [1.809460, 1.043567, 0.868442], [3.827693, 0.695354, 0.845828], [-5.578043, 2.915361, -0.684819], [-1.736967, 5.921789, -3.877132], [-2.325251, -1.921750, 4.371224], [0.360087, 1.480772, 5.021483], [-1.489832, 4.949265, 0.303323], [-5.472147, 4.268475, -3.484958], [2.548512, 1.501245, 2.256291], [-1.045005, 6.535051, -0.346502], [1.650168, -5.259208, 8.459829], [-2.230258, -0.132254, -4.677091], [3.721213, -0.162519, -0.408520], [-1.393679, 3.892061, -5.801877], [-4.120222, 2.117646, -0.051596], [0.771144, -0.930763, 3.200689], [-1.860394, -2.585191, 2.435992], [-0.190678, -5.167932, 6.586686], [-4.484113, 2.933622, -0.677810], [3.191806, -3.687897, 0.957227], [-0.692176, 1.040349, -0.625311], [-5.634502, 1.225466, -3.118856], [3.567464, -4.303130, 0.132103], [-1.021145, -4.412921, 1.979563], [1.327115, 3.951081, -0.636853], [0.151409, -2.990487, -2.209085], [-4.157894, 3.867045, -0.216128], [-4.379213, 4.245153, -3.433079], [1.122062, -3.725956, 5.150050], [-1.149582, 2.485119, -6.848097], [1.648660, 5.569087, -1.296907], [3.341118, -3.143417, 6.103178], [-2.346468, -2.450929, 1.077493], [-0.587458, 4.719698, -1.994381], [-2.638478, 2.647632, -5.909718], [0.961685, -4.463766, 6.368522], [-2.619478, -4.530682, 2.746721], [1.112475, 2.072239, -4.616036], [1.733198, -1.668572, -2.274481], [1.400628, 3.125526, -4.615085], [2.551693, 0.800292, 1.522769], [3.129885, 0.387188, -1.147142], [1.752143, -3.864838, 1.039061], [-3.333345, -2.934986, 0.941073], [-0.972545, -4.242613, 4.104481], [-0.172010, -1.519670, -1.532252], [3.116231, -1.473435, -0.249308], [1.810901, 4.128951, -2.319943], [-2.551932, 5.757231, -0.852902], [1.393755, -3.655268, 1.966635], [-2.436175, -1.398731, 0.805369], [-1.153431, 0.044296, -4.698388], [-0.330803, 6.830512, -3.302923], [-0.903144, -5.335670, 4.208881], [4.834986, -2.334210, 0.666548], [1.921899, -4.520404, 7.350331], [-2.747120, -1.919296, 3.367028], [2.963084, -3.195350, -1.432252], [4.243204, 1.661983, 0.522392], [-4.276446, 1.128068, -4.249918], [3.735097, -2.260496, 0.806252], [-4.543174, 1.211172, -3.194141], [-2.881031, -0.879913, 3.064626], [-4.045211, 5.181234, -2.980266], [-3.991056, 4.211887, -4.453053], [3.572670, -1.723986, 1.742908], [1.273765, -3.276185, 0.358491], [3.873785, -3.912845, 8.059536], [-0.761442, -0.318668, -5.653564], [3.880130, -1.894321, -2.181127], [-1.559507, 2.816650, -5.889078], [-1.639820, -2.915553, 0.388256], [3.645588, -4.109273, 1.858621]], "atomic_forces_ev_per_a": [[0.020, 0.056, -0.085], [0.093, -0.088, 0.025], [0.010, -0.002, 0.012], [-0.010, 0.061, -0.006], [0.032, 0.033, -0.019], [-0.011, -0.007, 0.002], [-0.002, 0.013, -0.004], [0.014, 0.003, -0.010], [0.083, -0.008, 0.010], [-0.008, -0.017, -0.034], [0.064, 0.016, -0.012], [0.018, -0.001, -0.006], [-0.031, -0.036, -0.016], [0.567, -0.586, 0.372], [-0.008, -0.013, 0.025], [0.006, -0.135, -0.030], [-0.040, -0.001, -0.042], [0.008, 0.002, 0.003], [0.005, -0.009, 0.024], [-0.115, -0.071, 0.022], [0.182, -0.062, 0.014], [0.034, 0.032, 0.042], [0.038, -0.030, 0.044], [0.017, -0.011, -0.014], [0.011, -0.025, 0.015], [-0.010, 0.017, 0.084], [0.043, 0.039, -0.019], [0.041, -0.109, 0.011], [-0.008, -0.001, 0.018], [-0.032, -0.004, -0.003], [0.004, 0.000, 0.015], [0.034, 0.005, -0.028], [0.003, -0.021, 0.024], [-0.008, 0.013, -0.011], [0.064, 0.005, -0.015], [-0.004, 0.009, 0.015], [0.035, 0.075, -0.094], [-0.023, -0.003, -0.006], [0.032, 0.023, -0.009], [0.006, 0.021, 0.006], [0.008, -0.028, 0.014], [-0.860, 0.767, -0.423], [0.088, 0.036, 0.010], [0.116, 0.070, -0.004], [-0.035, -0.001, -0.038], [0.031, -0.054, -0.048], [-0.073, 0.006, 0.014], [-0.011, -0.013, -0.003], [0.043, 0.005, -0.004], [0.007, -0.009, 0.000], [-0.005, -0.021, 0.025], [-0.020, 0.019, -0.015], [0.010, 0.026, 0.011], [-0.039, -0.025, 0.023], [0.088, -0.065, 0.045], [-0.004, 0.005, -0.017], [0.017, 0.005, 0.006], [0.058, 0.044, -0.003], [-0.014, -0.011, -0.033], [-0.026, -0.085, -0.006], [-0.028, -0.009, 0.002], [-0.116, -0.072, 0.009], [0.015, 0.003, 0.002], [-0.021, -0.027, -0.033], [-0.047, 0.038, -0.025], [0.003, 0.033, -0.002], [-0.241, 0.047, 0.056], [0.007, 0.018, 0.031], [-0.051, 0.148, -0.072], [0.006, 0.002, 0.005], [-0.059, -0.015, -0.007], [-0.005, -0.001, 0.050], [-0.022, -0.046, 0.048], [0.016, -0.010, -0.025], [-0.023, 0.006, -0.012], [-0.019, -0.020, 0.092], [0.003, 0.009, 0.002], [0.016, 0.025, -0.053], [-0.003, 0.015, -0.014], [0.014, 0.014, -0.003], [-0.010, -0.023, -0.008], [-0.027, -0.044, 0.058], [-0.023, 0.010, 0.013], [-0.058, -0.003, 0.021], [-0.011, -0.012, -0.010], [0.007, 0.005, -0.026], [0.040, 0.007, -0.002], [-0.038, 0.036, 0.023], [0.001, 0.004, -0.006], [0.010, 0.021, 0.013], [0.014, -0.008, -0.024], [0.016, -0.005, -0.006], [0.021, 0.007, 0.034], [0.015, 0.000, 0.011], [0.003, -0.020, -0.001], [0.031, -0.004, 0.010], [0.025, -0.034, -0.015], [0.016, 0.006, -0.016], [-0.013, 0.049, 0.002]], "spin_multiplicity": 2, "energy_ha": -3600.625424, "charge": -2, "fmax_ha_per_bohr": 0.02386}

=====

{"formula": "C2H2Br2N2S", "method": "the ωB97M-V functional and the def2-TZVPD basis", "symbols": ["N", "C", "S", "C", "Br", "H", "N", "H", "Br"], "xyz": [[-1.502842, 2.496040, -0.460711], [0.035112, 0.910447, 1.060942], [-0.393879, 0.135568, -0.365866], [-1.223182, 1.489574, -1.157388], [0.855688, -0.297096, 2.266532], [-1.832427, 1.237211, -2.072114], [-1.785868, 3.225907, 0.352259], [2.466228, -4.080359, -0.995300], [1.505140, -4.352891, -2.066269]], "atomic_forces_ev_per_a": [[-1.479, 1.345, 1.895], [-0.075, -0.598, -0.331], [0.245, 0.803, 0.848], [-0.189, -2.573, -2.935], [0.012, -0.029, -0.182], [0.965, 0.638, 1.152], [0.527, 0.399, -0.453], [-0.716, -0.196, -0.789], [0.709, 0.212, 0.796]], "energy_ha": -5732.970916, "charge": 0, "fmax_ha_per_bohr": 0.07599}

=====

Ordered ΔE to the lowest compared entry with this formula, charge and spin results: 0.0; 40.6; unit kcal/mol.